Entry from the OMol25 dataset: a 5-piece molecular cluster, C35H37F35O7 overall (the ωB97M-V functional and the def2-TZVPD basis).

```
114
Properties=species:S:1:pos:R:3:forces:R:3
F -8.70335 5.55108 -2.10389 0.26 -0.13 0.40
F -6.13129 4.94505 -1.03469 -0.42 -0.30 0.13
F -7.51832 3.57813 3.70999 0.35 -0.53 -0.08
F 5.28815 -6.06638 -7.94402 0.29 0.60 0.42
F 4.21627 -4.21444 -8.28612 0.85 -0.39 0.07
F -8.41855 0.25012 0.54113 -0.40 -0.04 0.39
F 9.28789 -2.19020 -4.35244 -0.51 0.23 0.17
F 1.05052 -3.50254 -5.33190 0.17 0.20 -0.55
F -6.87128 0.19492 2.80812 0.08 0.42 0.01
F 8.25757 -0.23907 1.52698 0.15 0.29 -0.42
F -5.84566 9.20304 -1.45235 0.02 -0.54 -0.54
F -2.22373 -4.46377 2.17270 1.91 3.43 3.22
F -8.91352 1.92869 3.87852 0.74 0.39 0.28
F 7.91633 0.48592 -1.15661 0.39 0.24 0.84
F -9.27995 -0.29816 3.20259 -0.31 -0.20 -0.39
F -10.20063 -1.53438 1.67689 0.00 0.29 -0.24
F -9.55067 5.21910 -0.12755 0.42 -0.11 0.26
F 3.14889 -3.36490 -4.77332 -0.14 0.19 -0.44
F 5.58562 -3.09286 -6.00809 0.02 -0.50 -0.13
F -6.32266 1.20466 4.65757 -0.31 0.30 -0.04
F 6.89737 -3.77337 -7.60723 -0.43 -0.35 -0.07
F 8.81760 -1.88555 0.21682 0.28 0.52 0.00
F 7.11700 -1.68714 -1.59123 0.04 -0.32 -0.42
F -0.25819 -3.27822 2.82087 -4.97 -0.37 1.17
F -10.49202 0.62353 -0.00234 -0.15 -0.05 0.59
F -5.67243 7.21569 -0.60613 0.31 0.60 -0.68
F 3.67612 -2.14623 -7.29579 -0.44 0.17 0.26
F 7.15080 -3.30812 -3.03169 0.33 0.08 -0.17
F -7.61231 3.38122 -0.78043 -0.31 0.32 -0.06
F 9.72087 -2.63069 -2.26616 -0.44 0.18 -0.12
F 2.20072 -1.12009 -6.08175 -0.12 -0.33 0.14
F 9.53607 1.57497 -0.21531 -0.10 -0.70 0.32
F -6.26324 6.13832 -3.21624 -0.03 0.61 0.15
F -4.48580 7.39348 -3.13674 -0.31 0.26 0.41
F -2.08540 -3.64514 4.44296 1.77 0.75 -4.57
O -3.77725 -2.75092 0.25027 2.32 6.69 7.13
O -3.95613 -0.44161 1.07553 1.84 -0.82 3.84
O 10.06966 -0.05022 -1.63278 -1.62 -0.25 1.06
O -7.66424 7.92733 -1.42911 1.67 -0.92 -0.22
O -8.17537 2.58436 1.83492 0.14 -1.05 1.66
O -4.00288 1.54673 2.65717 3.64 -8.76 -2.90
O 3.86816 -5.38904 -6.37558 0.92 1.40 -1.00
C -3.58091 0.30146 2.32213 -1.20 3.84 1.45
C -7.82268 2.35478 3.19801 -1.45 0.84 -0.88
C 2.55862 -4.83548 -6.52659 -0.47 -1.02 0.07
C -8.15500 7.08002 -0.38732 -0.64 0.83 0.43
C -6.24965 7.91374 -1.61316 -1.25 0.61 1.65
C -9.60852 0.67502 1.04469 0.89 0.34 -0.70
C -2.59226 -0.65046 3.25207 -0.07 -3.72 -1.89
C -1.81994 -0.17240 4.64086 -0.32 1.26 -0.65
C 4.43378 0.16266 2.91924 -1.78 -0.33 0.30
C 3.14823 0.17915 3.98826 0.83 1.34 0.78
C -3.46337 -1.84777 1.21156 -1.04 -4.04 -4.42
C 4.77722 -2.43097 2.01533 -1.17 -0.39 -0.63
C 7.49642 -2.00510 -2.85067 -0.95 -0.60 -0.01
C -7.29312 4.64956 -0.40693 0.51 -1.06 0.12
C -8.41054 5.61606 -0.77717 -0.38 0.54 -0.85
C 9.14785 0.33326 -0.61381 0.56 0.88 -1.92
C -9.48434 2.14930 1.45882 -0.30 0.97 -0.58
C 6.19264 -3.78529 3.78606 0.41 0.12 -0.29
C 4.83418 -4.94261 -7.32563 -1.84 -1.16 -0.16
C -5.83844 7.40994 -3.00092 0.19 -0.49 -0.90
C 4.73111 -3.00901 3.54815 1.78 -1.10 0.21
C -0.20786 -0.47782 4.58584 0.66 -0.06 0.45
C 1.82465 0.95846 3.37674 -0.57 -0.63 0.33
C 9.15802 -0.62325 0.58360 0.00 -0.75 0.68
C 8.99115 -1.81031 -3.06905 1.00 -0.16 0.32
C 6.00534 -4.19939 -6.67386 0.73 0.49 0.49
C 2.43650 -2.27084 -6.76750 -0.07 1.10 -0.17
C 2.32097 -3.47846 -5.84655 0.34 -0.60 0.84
C -2.54127 -1.99888 2.56081 -0.61 4.35 1.07
C -1.72440 -3.35640 3.03608 -0.97 -0.88 -1.07
C 0.52413 -0.07104 3.17374 1.02 0.24 -0.71
C 9.48669 -0.36597 -2.89950 0.73 0.65 -0.56
C -10.11397 -0.25758 2.13768 -0.28 -1.03 0.32
C -6.62102 1.41546 3.34802 0.36 -0.18 -0.17
C 4.06308 -0.97247 1.79613 0.99 0.54 -1.24
H -9.72113 2.74400 0.56790 0.24 -0.32 0.07
H 4.15834 -3.20586 1.35057 1.39 1.63 1.34
H 2.88898 -0.89425 4.39401 0.47 2.09 -1.00
H 4.47319 1.22560 2.42620 -0.02 -2.04 0.92
H 2.11358 1.44290 2.33389 -0.73 -0.93 2.24
H 6.55102 -4.30202 2.77212 -0.87 1.08 2.23
H 3.91404 -3.84822 3.72660 1.43 2.05 -0.58
H 6.90964 -1.40756 -3.55289 0.14 0.08 -0.07
H -1.94695 1.01339 4.68917 0.13 -2.61 -0.27
H 8.73778 0.37505 -3.20476 -0.02 -0.36 0.21
H 0.96088 -1.02721 2.65024 -1.08 1.76 1.04
H 7.04767 -3.01077 4.09210 -1.93 -1.63 -0.69
H 2.89187 -1.07020 1.63946 2.47 0.20 0.61
H 6.14192 -4.61276 4.61161 0.03 1.62 -1.50
H 0.02349 -1.60650 4.86634 -0.62 2.36 -0.72
H 4.65798 -2.19777 4.38792 -0.05 -1.45 -1.80
H -6.25656 8.04374 -3.78860 -0.05 0.10 0.24
H -2.35190 -0.57992 5.62566 1.12 0.54 -2.42
H 5.86742 -2.43224 1.52998 -2.27 0.17 1.48
H 2.22388 -4.84776 -7.57107 0.20 0.28 0.23
H 1.71274 -2.32199 -7.58482 -0.04 -0.18 0.04
H -7.11440 4.64083 0.67125 -0.14 0.12 0.03
H 3.51588 0.82712 4.92030 -0.83 -1.50 -1.82
H -10.24399 2.44642 2.19216 0.24 -0.34 -0.03
H 4.47486 -0.55483 0.75628 -0.92 -1.02 2.09
H -0.17626 0.45273 2.38812 1.01 -1.07 1.71
H 0.32754 0.17102 5.43272 -1.43 -1.38 -1.70
H 6.53139 -4.84261 -5.96220 -0.18 -0.12 -0.11
H -5.73601 1.82809 2.85465 -0.68 0.15 0.10
H -9.13120 7.50818 -0.12815 0.12 -0.19 -0.29
H 5.44176 -0.01541 3.48599 -1.91 0.11 -1.18
H 1.44516 1.78675 4.14294 1.02 -1.56 -1.78
H 1.90131 -5.55532 -6.02334 0.24 0.26 0.13
H -7.56536 7.17430 0.53278 0.03 -0.26 -0.33
H 10.30712 -0.23220 -3.61538 -0.08 -0.27 0.26
H 10.14824 -0.66158 1.04720 -0.01 0.18 -0.19
H -11.10796 0.03619 2.48433 0.00 0.17 -0.08
```
Forces are in eV/Å.

## Properties
**LUMO energy**: -2.48 eV
**Spin multiplicity**: 1
**Total charge**: 0
**SMILES**: CCCCCCCCCCC1=C(C(F)(F)F)C(=O)OC1=O.FC(F)C(F)(F)COC(F)(F)C(F)F.FC(F)C(F)(F)COC(F)(F)C(F)F.FC(F)C(F)(F)COC(F)(F)C(F)F.FC(F)C(F)(F)COC(F)(F)C(F)F
**Maximum force**: 10.05 eV Å⁻¹

Results of the Mulliken charge analysis, in e, for atoms 1 through 99:
1 F -0.292
2 F -0.225
3 F -0.307
4 F -0.296
5 F -0.272
6 F -0.254
7 F -0.322
8 F -0.337
9 F -0.265
10 F -0.226
11 F -0.300
12 F -0.250
13 F -0.315
14 F -0.255
15 F -0.201
16 F -0.284
17 F -0.309
18 F -0.256
19 F -0.246
20 F -0.338
21 F -0.272
22 F -0.204
23 F -0.163
24 F -0.202
25 F -0.350
26 F -0.269
27 F -0.193
28 F -0.271
29 F -0.226
30 F -0.280
31 F -0.281
32 F -0.301
33 F -0.199
34 F -0.255
35 F -0.229
36 O -0.527
37 O -0.222
38 O -0.405
39 O -0.407
40 O -0.178
41 O -0.668
42 O -0.394
43 C 0.614
44 C 0.481
45 C -0.683
46 C -0.865
47 C 0.772
48 C 0.849
49 C 0.332
50 C -0.780
51 C -0.764
52 C -0.273
53 C 0.107
54 C -0.239
55 C 0.083
56 C 0.182
57 C 0.942
58 C 0.736
59 C -0.668
60 C -1.018
61 C 0.730
62 C 0.199
63 C -0.080
64 C -0.620
65 C -0.754
66 C 0.224
67 C 0.918
68 C 0.272
69 C 0.097
70 C 0.868
71 C 0.282
72 C 0.665
73 C 0.035
74 C -0.752
75 C 0.097
76 C 0.381
77 C -0.258
78 H 0.340
79 H 0.215
80 H 0.116
81 H 0.377
82 H 0.300
83 H 0.256
84 H 0.228
85 H 0.228
86 H 0.261
87 H 0.334
88 H -0.043
89 H 0.214
90 H 0.107
91 H 0.328
92 H 0.247
93 H 0.103
94 H 0.239
95 H 0.351
96 H 0.039
97 H 0.335
98 H 0.273
99 H 0.229



Entry from the OMol25 dataset: C35H37F3GeN4O5OsS as an isolated structure (the ωB97M-V functional and the def2-TZVPD basis).

```
87
Properties=species:S:1:pos:R:3:forces:R:3
Os -1.38306 1.34649 0.24624 -1.44 -1.82 -1.11
Ge 0.42587 -0.35481 -0.92212 0.52 0.01 0.07
S 0.60221 1.46033 2.58426 0.17 0.12 -0.36
F -2.07474 3.64219 -1.47789 -0.15 0.01 -0.23
F 0.04655 3.28158 -1.49022 0.10 0.06 -0.12
F -0.88731 4.18357 0.21642 -0.19 0.05 0.02
O -2.08351 2.23666 2.02124 -0.44 0.79 -0.09
O -3.22911 2.11922 0.22335 -0.89 0.52 0.10
O -2.21697 0.60049 -1.70081 -0.31 -0.02 -0.36
O 0.02897 1.85978 3.82538 -0.17 -0.26 -0.03
O 0.67381 2.38947 1.46038 0.42 0.28 0.22
N -1.36236 -0.96296 3.46333 -0.21 -0.06 0.03
N 5.99688 -0.44535 3.86811 -0.07 -0.02 -0.15
N -2.31259 -0.50482 1.29940 0.32 0.34 0.91
N -0.32834 0.32407 1.76790 0.37 0.58 -0.15
C -1.52887 1.96057 -3.71604 0.05 -0.03 0.00
C 3.27497 1.33143 2.18508 -0.02 0.04 -0.11
C -4.27259 3.28548 2.08316 -0.08 0.02 0.04
C 4.54548 0.91721 2.51563 0.09 -0.02 0.07
C 2.34507 1.79742 -1.39867 0.05 0.01 0.02
C 1.49662 -1.40372 0.33706 -0.19 -0.15 0.19
C 3.40756 2.40807 -2.04747 0.01 -0.03 -0.04
C 1.70508 -3.15449 2.00887 0.09 -0.04 0.01
C -3.17012 2.54179 1.44608 0.55 -0.33 -0.13
C 3.09247 -3.09628 1.90449 -0.10 -0.02 0.02
C 3.86349 1.90704 -3.26158 -0.03 0.00 0.02
C 0.92454 -2.31414 1.23580 0.05 0.01 -0.05
C -2.47045 -1.63035 3.76383 0.09 0.06 -0.05
C 2.19228 0.17830 -3.16218 0.01 -0.07 -0.06
C -1.52897 -3.65133 -3.74682 0.01 0.04 -0.01
C 1.71962 0.67828 -1.94879 0.00 0.09 -0.06
C -0.70784 -1.41945 -3.40163 0.08 0.05 -0.05
C 2.18031 0.81945 2.87437 0.02 -0.11 0.01
C 3.62531 -0.52456 4.22947 -0.06 0.01 -0.02
C -0.42710 -1.69568 -2.06241 -0.07 0.01 -0.07
C -1.04737 3.22512 -0.72251 0.77 -0.02 1.27
C -0.69250 -2.97944 -1.59044 -0.06 -0.03 0.06
C -1.24508 -3.94745 -2.42196 -0.01 0.01 0.01
C -4.61398 -0.16097 -1.41562 -0.01 0.05 0.07
C 2.35582 -0.10680 3.90175 0.03 -0.03 0.11
C 2.88387 -1.36079 0.24734 0.02 0.02 -0.09
C -3.15562 -0.53707 -1.59245 0.15 0.02 -0.07
C -3.54553 -1.75638 2.88354 0.00 -0.05 0.01
C -1.24831 -2.38184 -4.24017 -0.02 -0.05 0.01
C 3.67333 -2.19939 1.02634 0.10 -0.04 0.01
C 4.74332 -0.01686 3.54510 -0.02 0.00 0.02
C -3.42278 -1.17019 1.64370 0.03 0.00 -0.11
C -1.35339 -0.41389 2.25846 0.09 -0.15 -0.11
C -2.65703 1.38240 -2.88833 0.16 0.02 0.03
C 3.25470 0.79129 -3.81693 0.00 0.02 0.01
H -0.62794 2.13332 -3.13959 0.04 0.00 0.04
H 6.80187 -0.00704 3.46313 0.04 0.04 0.00
H -3.20313 0.66213 -3.49290 -0.03 0.01 0.01
H -4.43578 -2.30260 3.15662 0.02 0.00 -0.01
H -1.84040 2.91856 -4.13323 0.01 -0.02 0.04
H -0.15310 -2.38877 1.33425 0.05 0.01 -0.01
H -1.43898 -4.93911 -2.03231 -0.01 0.02 -0.02
H -4.77369 0.56296 -0.61881 0.03 -0.06 0.02
H 3.60747 0.39127 -4.75981 -0.01 0.01 0.04
H 6.14544 -1.03097 4.66704 -0.01 0.00 0.07
H -3.02393 -1.09201 -2.51698 -0.02 -0.10 -0.04
H 1.75323 -0.71045 -3.60228 0.05 0.06 0.04
H 4.75212 -2.14719 0.93685 -0.03 -0.01 0.02
H -5.16919 -1.07413 -1.18197 0.05 0.04 -0.03
H -0.48743 -0.43985 -3.80290 -0.01 -0.01 0.01
H 5.40001 1.31737 1.98020 -0.05 -0.02 0.05
H -1.26813 1.30333 -4.54275 -0.04 0.01 -0.02
H -3.89186 3.83246 2.94199 -0.01 -0.01 -0.01
H -5.04782 0.24086 -2.33056 0.02 0.02 0.03
H -3.35746 2.12845 -2.53222 0.03 0.08 0.02
H -5.03281 2.57617 2.41833 0.01 0.01 -0.01
H -1.95165 -4.40634 -4.39764 0.01 0.01 0.02
H 4.69117 2.38519 -3.77127 -0.03 -0.02 0.02
H -4.20750 -1.24324 0.90061 0.01 0.05 0.04
H -4.72862 3.95963 1.35954 0.03 -0.02 0.02
H 3.87702 3.28035 -1.60853 -0.01 -0.02 -0.01
H 1.49683 -0.48389 4.44910 0.07 0.04 -0.07
H -2.77278 -1.15980 -0.80100 0.02 0.00 0.11
H 3.12967 2.06373 1.40025 0.00 -0.07 0.09
H 1.23545 -3.85838 2.68815 0.04 0.06 -0.04
H 3.71243 -3.74850 2.50762 -0.02 0.01 -0.02
H -2.50327 -2.08693 4.74721 0.00 0.02 -0.03
H 1.99256 2.20772 -0.46189 0.01 -0.02 -0.02
H -1.44802 -2.14399 -5.27839 0.02 -0.01 0.03
H 3.76831 -1.24908 5.02383 -0.01 0.04 -0.04
H -0.46554 -3.24595 -0.56552 0.01 0.00 -0.11
H 3.37282 -0.68398 -0.44519 -0.07 0.02 0.05
```
Forces are in eV/Å.

## Properties
**Expectation value of S²**: 0.76
**LUMO energy (alpha / beta)**: -3.80 / -4.31 eV
**Spin multiplicity**: 2
**Total charge**: +1
**Maximum force**: 2.58 eV Å⁻¹

Calculated atomic charges, method Mulliken, unit e:
1 Os 3.627
2 Ge 1.992
3 S 1.604
4 F -0.234
5 F -0.107
6 F -0.242
7 O -0.652
8 O -0.782
9 O 0.529
10 O -0.781
11 O -0.732
12 N -0.465
13 N -0.527
14 N 0.230
15 N -0.519
16 C -1.276
17 C -0.088
18 C -1.450
19 C -0.953
20 C -0.297
21 C 1.083
22 C -1.274
23 C -1.229
24 C 0.750
25 C -0.847
26 C -0.759
27 C -0.063
28 C -0.598
29 C -0.904
30 C -0.774
31 C 1.104
32 C -0.318
33 C -0.128
34 C -0.912
35 C 0.253
36 C -0.454
37 C -0.143
38 C -0.876
39 C -1.948
40 C -0.472
41 C -0.624
42 C -0.501
43 C -1.001
44 C -1.003
45 C -0.818
46 C 1.132
47 C -0.023
48 C 0.201
49 C -1.015
50 C -0.832
51 H 0.095
52 H 0.195
53 H 0.798
54 H 0.467
55 H 0.295
56 H 0.253
57 H 0.469
58 H 0.298
59 H 0.449
60 H 0.185
61 H 0.503
62 H 0.448
63 H 0.462
64 H 0.540
65 H 0.446
66 H 0.351
67 H 0.446
68 H 0.400
69 H 0.357
70 H 0.477
71 H 0.301
72 H 0.416
73 H 0.394
74 H 0.229
75 H 0.374
76 H 0.497
77 H 0.478
78 H 0.562
79 H 0.513
80 H 0.445
81 H 0.430
82 H 0.519
83 H 0.522
84 H 0.438
85 H 0.345
86 H 0.350
87 H 0.366



no.,molar mass (g/mol)
1,1234.60
2,945.61